{"formula": "C30H30BCl2N9STi", "method": "ωB97M-V/def2-TZVPD", "multiplicity": 2, "fmax_ha_per_bohr": 0.011, "charge": 1, "e_above_lowest_kj_mol": 0.0, "orbital_gap_ev": [7.812, 8.139], "e_homo_ev": [-10.835, -11.175], "s2": 0.754, "lumo_ev": [-3.0, -3.0], "symbols": ["Ti", "C", "C", "C", "C", "N", "N", "B", "N", "C", "C", "C", "C", "N", "N", "C", "C", "C", "C", "N", "N", "C", "C", "C", "C", "N", "H", "H", "H", "H", "H", "H", "H", "H", "H", "H", "H", "H", "H", "H", "H", "H", "H", "H", "H", "H", "S", "C", "C", "C", "C", "C", "C", "N", "C", "C", "C", "C", "C", "C", "C", "H", "H", "H", "H", "H", "H", "H", "H", "Cl", "C", "Cl", "H", "H"], "xyz": [[0.197, 0.329, 0.881], [2.886, -2.238, 1.556], [2.211, -2.136, 0.231], [2.294, -3.015, -0.853], [1.510, -2.451, -1.836], [1.016, -1.289, -1.381], [1.422, -1.110, -0.091], [0.050, -0.277, -2.066], [-1.374, -0.472, -1.446], [-2.588, -0.726, -1.940], [-3.490, -0.816, -0.889], [-2.744, -0.590, 0.260], [-3.178, -0.550, 1.687], [-1.461, -0.393, -0.084], [0.559, 1.178, -1.744], [0.728, 2.133, -2.676], [1.403, 3.192, -2.114], [1.622, 2.821, -0.781], [2.427, 3.554, 0.237], [1.099, 1.615, -0.556], [0.073, -0.464, -3.557], [1.185, -0.572, -4.336], [0.814, -0.358, -5.634], [-0.574, -0.091, -5.573], [-1.504, 0.223, -6.698], [-1.002, -0.133, -4.325], [3.959, -2.368, 1.418], [2.732, -1.340, 2.153], [2.515, -3.099, 2.114], [2.855, -3.931, -0.909], [1.282, -2.793, -2.832], [-2.721, -0.811, -3.003], [-4.546, -1.007, -0.954], [-4.254, -0.402, 1.747], [-2.934, -1.487, 2.190], [-2.691, 0.262, 2.231], [0.380, 1.983, -3.685], [1.717, 4.101, -2.597], [2.044, 4.563, 0.390], [2.441, 3.028, 1.187], [3.453, 3.642, -0.123], [2.152, -0.779, -3.909], [1.439, -0.391, -6.509], [-1.083, -0.104, -7.647], [-2.463, -0.271, -6.554], [-1.685, 1.297, -6.765], [0.387, -1.594, 5.034], [-0.004, -2.893, 3.945], [-0.148, -4.248, 4.224], [-0.472, -5.091, 3.181], [-0.658, -4.597, 1.886], [-0.516, -3.253, 1.606], [-0.176, -2.392, 2.651], [0.020, -1.019, 2.555], [0.304, -0.482, 3.722], [0.467, 0.963, 3.811], [0.561, 1.619, 5.035], [0.551, 3.004, 5.055], [0.423, 3.703, 3.861], [0.355, 3.026, 2.648], [0.403, 1.635, 2.574], [-0.012, -4.629, 5.228], [-0.592, -6.150, 3.369], [-0.920, -5.281, 1.090], [-0.659, -2.871, 0.603], [0.619, 1.063, 5.964], [0.617, 3.535, 5.995], [0.376, 4.785, 3.879], [0.251, 3.612, 1.743], [-0.988, 5.351, -0.222], [-1.905, 4.014, -0.925], [-2.311, 2.774, 0.280], [-1.306, 3.551, -1.700], [-2.837, 4.409, -1.311]]}



{"formula": "C30H30BrF5N2O3PS2Ti", "method": "ωB97M-V/def2-TZVPD", "multiplicity": 2, "fmax_ha_per_bohr": 0.016, "charge": 0, "e_above_lowest_kj_mol": 106.6, "orbital_gap_ev": [6.234, 6.366], "e_homo_ev": [-7.455, -7.550], "s2": 0.754, "lumo_ev": [-1.2, -1.2], "symbols": ["Ti", "Br", "C", "C", "C", "C", "O", "C", "C", "N", "C", "C", "C", "C", "C", "C", "C", "C", "N", "C", "C", "H", "H", "H", "H", "H", "H", "H", "H", "H", "H", "C", "C", "C", "C", "C", "C", "H", "H", "H", "H", "H", "H", "F", "C", "F", "C", "F", "F", "F", "C", "C", "C", "O", "P", "S", "S", "O", "C", "C", "C", "H", "H", "H", "H", "H", "H", "H", "H", "H", "H", "H", "H", "H", "H"], "xyz": [[0.178, -1.093, -0.667], [-1.516, -0.687, 6.502], [-1.325, -1.049, 4.657], [-2.419, -1.533, 3.931], [-2.317, -1.785, 2.585], [-1.120, -1.517, 1.908], [-1.032, -1.741, 0.607], [-0.002, -1.079, 2.653], [1.323, -1.044, 2.087], [1.556, -1.230, 0.831], [2.796, -1.723, 0.316], [4.050, -1.381, 0.720], [5.175, -2.044, 0.165], [5.014, -3.052, -0.740], [3.713, -3.428, -1.169], [3.455, -4.499, -2.063], [2.172, -4.814, -2.402], [1.123, -4.008, -1.903], [1.326, -2.988, -1.098], [2.609, -2.727, -0.683], [-0.120, -0.851, 4.036], [-3.355, -1.701, 4.443], [-3.166, -2.138, 2.020], [2.161, -0.988, 2.787], [4.194, -0.597, 1.452], [6.163, -1.750, 0.485], [5.870, -3.573, -1.143], [4.284, -5.066, -2.466], [1.940, -5.632, -3.067], [0.096, -4.192, -2.198], [0.743, -0.522, 4.600], [-2.527, 0.086, -3.071], [-1.734, -0.875, -3.679], [-1.759, -2.187, -3.215], [-2.577, -2.534, -2.147], [-3.379, -1.568, -1.549], [-3.356, -0.260, -2.012], [-2.485, 1.112, -3.411], [-1.102, -0.608, -4.515], [-1.178, -2.944, -3.729], [-2.609, -3.559, -1.795], [-4.012, -1.829, -0.712], [-3.952, 0.494, -1.521], [2.323, 0.413, -1.672], [1.286, -0.109, -2.477], [0.695, 0.991, -3.050], [1.999, -0.829, -3.653], [2.183, -0.062, -4.727], [3.204, -1.301, -3.287], [1.272, -1.896, -4.055], [-0.608, 4.141, 3.726], [0.034, 2.875, 3.195], [1.191, 3.147, 2.257], [-0.976, 2.003, 2.643], [-1.657, 1.999, 1.199], [-3.364, 1.111, 1.328], [-0.378, 1.307, -0.194], [-1.720, 3.573, 0.947], [-2.096, 4.317, -0.239], [-0.880, 4.580, -1.107], [-3.241, 3.683, -0.995], [0.112, 4.685, 4.337], [-1.469, 3.896, 4.344], [-0.935, 4.784, 2.912], [0.402, 2.291, 4.047], [0.886, 3.754, 1.407], [1.618, 2.228, 1.858], [1.962, 3.686, 2.808], [-2.429, 5.271, 0.184], [-0.522, 3.671, -1.586], [-0.069, 5.001, -0.516], [-1.149, 5.302, -1.880], [-2.922, 2.769, -1.498], [-3.587, 4.390, -1.752], [-4.066, 3.431, -0.333]]}



{"formula": "C30H30Cl5HgNO2Si", "method": "ωB97M-V/def2-TZVPD", "multiplicity": 2, "fmax_ha_per_bohr": 0.029, "charge": -1, "e_above_lowest_kj_mol": 1079.7, "orbital_gap_ev": [6.576, 6.738], "e_homo_ev": [-4.097, -4.778], "s2": 0.762, "lumo_ev": [2.5, 2.0], "symbols": ["Hg", "Cl", "C", "C", "C", "Cl", "C", "Cl", "C", "Cl", "C", "Cl", "O", "C", "C", "C", "C", "C", "C", "C", "C", "N", "H", "H", "H", "H", "H", "H", "H", "H", "H", "H", "H", "C", "C", "C", "C", "Si", "O", "C", "C", "C", "C", "C", "C", "C", "C", "C", "C", "C", "C", "H", "H", "H", "H", "H", "H", "H", "H", "H", "H", "H", "H", "H", "H", "H", "H", "H", "H", "H"], "xyz": [[-0.570, 0.512, -0.443], [2.808, 0.897, 0.014], [0.554, 3.211, -0.732], [-0.719, 2.616, -0.601], [-1.830, 3.354, -0.298], [-3.366, 2.566, -0.101], [-1.747, 4.744, -0.109], [-3.161, 5.687, 0.237], [-0.494, 5.348, -0.190], [-0.345, 7.053, 0.072], [0.642, 4.598, -0.478], [2.218, 5.326, -0.538], [1.510, 2.461, -1.062], [1.739, 0.973, 1.289], [3.965, -0.271, 0.143], [3.771, -1.492, -0.693], [2.920, -2.569, -0.067], [3.461, -3.759, 0.403], [2.633, -4.675, 1.032], [1.292, -4.373, 1.179], [0.834, -3.163, 0.675], [1.618, -2.284, 0.060], [2.183, 0.476, -1.529], [1.846, 0.082, 1.880], [1.070, 1.817, 1.339], [4.451, -0.240, 1.107], [3.472, 2.068, 0.014], [4.754, -1.906, -0.939], [3.311, -1.213, -1.644], [4.517, -3.959, 0.272], [3.033, -5.610, 1.408], [0.607, -5.049, 1.673], [-0.207, -2.880, 0.774], [-4.114, -3.372, -2.108], [-2.960, -2.462, -1.677], [-2.959, -1.245, -2.611], [-1.637, -3.211, -1.860], [-3.117, -1.871, 0.145], [-1.998, -0.789, 0.527], [-2.974, -3.339, 1.346], [-2.178, -3.165, 2.482], [-2.047, -4.162, 3.441], [-2.704, -5.373, 3.281], [-3.506, -5.570, 2.165], [-3.643, -4.561, 1.221], [-4.889, -1.233, 0.346], [-5.856, -1.897, 1.104], [-7.155, -1.414, 1.212], [-7.517, -0.243, 0.565], [-6.571, 0.442, -0.186], [-5.279, -0.051, -0.291], [-4.039, -3.586, -3.181], [-5.087, -2.909, -1.927], [-4.092, -4.333, -1.591], [-2.717, -1.560, -3.633], [-2.225, -0.491, -2.319], [-3.937, -0.760, -2.641], [-1.563, -3.609, -2.880], [-1.542, -4.052, -1.168], [-0.779, -2.551, -1.707], [-1.669, -2.217, 2.614], [-1.430, -3.991, 4.315], [-2.601, -6.154, 4.024], [-4.035, -6.507, 2.035], [-4.299, -4.734, 0.376], [-5.592, -2.806, 1.632], [-7.882, -1.950, 1.811], [-8.526, 0.140, 0.653], [-6.836, 1.368, -0.683], [-4.554, 0.509, -0.864]]}



{"formula": "C30H30N2OSbTc", "method": "ωB97M-V/def2-TZVPD", "fmax_ha_per_bohr": 0.061, "charge": 4, "e_above_lowest_kj_mol": 0.0, "orbital_gap_ev": [3.730, 3.732], "e_homo_ev": [-19.023, -19.023], "lumo_ev": [-15.3, -15.3], "symbols": ["Tc", "C", "C", "C", "C", "N", "N", "C", "H", "H", "H", "H", "H", "H", "H", "H", "O", "H", "H", "C", "C", "C", "C", "C", "C", "Sb", "C", "C", "C", "C", "C", "C", "C", "C", "C", "C", "C", "C", "H", "H", "H", "H", "H", "H", "H", "H", "H", "H", "H", "H", "H", "H", "H", "C", "C", "C", "C", "C", "C", "C", "H", "H", "H", "H", "H"], "xyz": [[0.705, -1.426, 0.127], [-0.446, -4.047, 4.790], [0.270, -3.104, 3.911], [1.450, -2.381, 4.134], [1.714, -1.676, 2.985], [0.752, -1.948, 2.043], [-0.114, -2.797, 2.674], [2.803, -0.691, 2.734], [-0.335, -3.747, 5.831], [0.004, -5.038, 4.691], [-1.502, -4.121, 4.539], [2.021, -2.382, 5.045], [-0.929, -3.144, 2.186], [3.638, -0.886, 3.402], [2.447, 0.321, 2.946], [3.177, -0.713, 1.716], [2.770, -2.056, -0.446], [3.073, -2.058, -1.367], [3.369, -2.634, 0.047], [-3.674, 3.117, -1.996], [-2.812, 2.534, -2.913], [-1.633, 1.939, -2.481], [-1.334, 1.950, -1.123], [-2.194, 2.534, -0.197], [-3.369, 3.121, -0.642], [0.517, 1.214, -0.442], [1.550, 0.250, -2.004], [2.884, 0.470, -2.354], [3.479, -0.349, -3.302], [2.771, -1.414, -3.864], [1.456, -1.654, -3.495], [0.830, -0.816, -2.567], [1.489, 3.000, 0.327], [1.789, 3.230, 1.616], [2.347, 4.509, 1.977], [2.576, 5.536, 0.995], [2.271, 5.298, -0.305], [1.713, 4.049, -0.658], [-4.587, 3.587, -2.342], [-3.050, 2.549, -3.968], [-0.959, 1.502, -3.208], [-1.948, 2.571, 0.858], [-4.038, 3.596, 0.063], [3.459, 1.269, -1.903], [4.498, -0.162, -3.612], [3.248, -2.042, -4.604], [0.902, -2.458, -3.961], [-0.230, -0.936, -2.380], [1.613, 2.490, 2.385], [2.618, 4.705, 3.011], [2.978, 6.495, 1.306], [2.430, 6.060, -1.057], [1.419, 3.893, -1.692], [-1.027, -1.645, -0.075], [-2.354, -1.946, -0.353], [-3.380, -1.025, -0.029], [-4.688, -1.351, -0.301], [-4.992, -2.578, -0.894], [-3.992, -3.492, -1.223], [-2.676, -3.188, -0.958], [-3.123, -0.078, 0.428], [-5.486, -0.665, -0.056], [-6.024, -2.825, -1.103], [-4.255, -4.432, -1.685], [-1.885, -3.882, -1.208]]}



Please write out number 1 again, unchanged.
{"formula": "C30H30BCl2N9STi", "method": "ωB97M-V/def2-TZVPD", "multiplicity": 2, "fmax_ha_per_bohr": 0.011, "charge": 1, "e_above_lowest_kj_mol": 0.0, "orbital_gap_ev": [7.812, 8.139], "e_homo_ev": [-10.835, -11.175], "s2": 0.754, "lumo_ev": [-3.0, -3.0], "symbols": ["Ti", "C", "C", "C", "C", "N", "N", "B", "N", "C", "C", "C", "C", "N", "N", "C", "C", "C", "C", "N", "N", "C", "C", "C", "C", "N", "H", "H", "H", "H", "H", "H", "H", "H", "H", "H", "H", "H", "H", "H", "H", "H", "H", "H", "H", "H", "S", "C", "C", "C", "C", "C", "C", "N", "C", "C", "C", "C", "C", "C", "C", "H", "H", "H", "H", "H", "H", "H", "H", "Cl", "C", "Cl", "H", "H"], "xyz": [[0.197, 0.329, 0.881], [2.886, -2.238, 1.556], [2.211, -2.136, 0.231], [2.294, -3.015, -0.853], [1.510, -2.451, -1.836], [1.016, -1.289, -1.381], [1.422, -1.110, -0.091], [0.050, -0.277, -2.066], [-1.374, -0.472, -1.446], [-2.588, -0.726, -1.940], [-3.490, -0.816, -0.889], [-2.744, -0.590, 0.260], [-3.178, -0.550, 1.687], [-1.461, -0.393, -0.084], [0.559, 1.178, -1.744], [0.728, 2.133, -2.676], [1.403, 3.192, -2.114], [1.622, 2.821, -0.781], [2.427, 3.554, 0.237], [1.099, 1.615, -0.556], [0.073, -0.464, -3.557], [1.185, -0.572, -4.336], [0.814, -0.358, -5.634], [-0.574, -0.091, -5.573], [-1.504, 0.223, -6.698], [-1.002, -0.133, -4.325], [3.959, -2.368, 1.418], [2.732, -1.340, 2.153], [2.515, -3.099, 2.114], [2.855, -3.931, -0.909], [1.282, -2.793, -2.832], [-2.721, -0.811, -3.003], [-4.546, -1.007, -0.954], [-4.254, -0.402, 1.747], [-2.934, -1.487, 2.190], [-2.691, 0.262, 2.231], [0.380, 1.983, -3.685], [1.717, 4.101, -2.597], [2.044, 4.563, 0.390], [2.441, 3.028, 1.187], [3.453, 3.642, -0.123], [2.152, -0.779, -3.909], [1.439, -0.391, -6.509], [-1.083, -0.104, -7.647], [-2.463, -0.271, -6.554], [-1.685, 1.297, -6.765], [0.387, -1.594, 5.034], [-0.004, -2.893, 3.945], [-0.148, -4.248, 4.224], [-0.472, -5.091, 3.181], [-0.658, -4.597, 1.886], [-0.516, -3.253, 1.606], [-0.176, -2.392, 2.651], [0.020, -1.019, 2.555], [0.304, -0.482, 3.722], [0.467, 0.963, 3.811], [0.561, 1.619, 5.035], [0.551, 3.004, 5.055], [0.423, 3.703, 3.861], [0.355, 3.026, 2.648], [0.403, 1.635, 2.574], [-0.012, -4.629, 5.228], [-0.592, -6.150, 3.369], [-0.920, -5.281, 1.090], [-0.659, -2.871, 0.603], [0.619, 1.063, 5.964], [0.617, 3.535, 5.995], [0.376, 4.785, 3.879], [0.251, 3.612, 1.743], [-0.988, 5.351, -0.222], [-1.905, 4.014, -0.925], [-2.311, 2.774, 0.280], [-1.306, 3.551, -1.700], [-2.837, 4.409, -1.311]]}